No. 1
C37H49N9O4S | ωB97M-V/def2-TZVPD

Results
Orbital gap: 7.790 eV
HOMO level: -8.22 eV

Structure (ORCA input):
```
! RIJCOSX wB97M-V def2-TZVPD def2/J DEFGRID3
* xyz 0 1
C 2.315 2.231 2.776
C 1.616 3.401 2.342
O 2.451 4.530 1.966
S 3.616 3.844 0.904
O 4.604 4.920 0.568
O 2.699 3.473 -0.457
C 3.513 3.560 -1.681
C 4.701 2.486 -1.699
C 6.160 3.055 -1.944
N 6.587 4.437 -1.862
O 7.059 2.205 -2.194
H 3.245 2.294 3.436
H 1.939 1.229 2.406
H 0.486 3.444 2.251
H 2.788 3.264 -2.523
H 3.809 4.634 -1.891
H 4.722 1.832 -0.754
H 4.493 1.745 -2.554
H 5.826 5.090 -1.650
H 7.353 4.501 -1.178
N 0.610 2.044 5.853
C -0.278 2.646 6.704
C -0.483 1.805 7.769
C 0.316 0.655 7.558
C 0.981 0.831 6.369
H 0.939 2.433 4.983
H -0.689 3.618 6.476
H -1.134 1.997 8.609
H 0.396 -0.207 8.204
H 1.684 0.200 5.846
N -5.176 -0.413 5.741
C -3.926 -0.410 6.302
C -3.293 0.747 5.920
C -4.197 1.472 5.104
C -5.351 0.733 5.014
H -5.860 -1.144 5.849
H -3.595 -1.231 6.920
H -2.291 1.040 6.198
H -4.023 2.430 4.635
H -6.279 0.923 4.496
N -7.671 -0.141 0.516
C -7.196 0.423 1.670
C -7.866 1.605 1.870
C -8.783 1.757 0.801
C -8.643 0.664 -0.017
H -7.356 -1.011 0.122
H -6.424 -0.063 2.246
H -7.714 2.284 2.696
H -9.470 2.576 0.647
H -9.147 0.390 -0.931
N 4.021 3.014 -5.601
C 4.837 2.036 -6.104
C 4.042 1.076 -6.681
C 2.696 1.492 -6.525
C 2.714 2.692 -5.858
H 4.333 3.840 -5.118
H 5.909 2.106 -6.008
H 4.389 0.175 -7.163
H 1.813 0.972 -6.864
H 1.912 3.343 -5.543
N 2.949 -1.423 9.844
C 2.320 -0.623 10.760
C 2.591 -1.119 12.012
C 3.419 -2.258 11.844
C 3.625 -2.419 10.496
H 2.919 -1.297 8.846
H 1.735 0.226 10.443
H 2.235 -0.708 12.944
H 3.819 -2.888 12.624
H 4.191 -3.155 9.947
N 1.361 -2.844 -4.850
C 2.272 -3.612 -5.525
C 3.480 -2.960 -5.495
C 3.293 -1.757 -4.770
C 1.978 -1.713 -4.382
H 0.390 -3.075 -4.717
H 1.982 -4.552 -5.968
H 4.397 -3.310 -5.945
H 4.039 -1.006 -4.556
H 1.427 -0.977 -3.815
N -1.325 -1.362 -6.432
C -2.581 -1.069 -6.894
C -2.759 -1.733 -8.084
C -1.569 -2.457 -8.345
C -0.704 -2.212 -7.307
H -0.922 -1.008 -5.580
H -3.236 -0.414 -6.340
H -3.647 -1.701 -8.697
H -1.368 -3.089 -9.197
H 0.297 -2.567 -7.118
N -3.077 -4.722 -6.134
C -3.531 -5.950 -6.530
C -3.441 -6.802 -5.456
C -2.917 -6.059 -4.371
C -2.705 -4.777 -4.818
H -3.025 -3.902 -6.721
H -3.878 -6.112 -7.539
H -3.721 -7.845 -5.453
H -2.718 -6.420 -3.373
H -2.322 -3.902 -4.315
*
```


No. 2
C41H30Cl3F3N2O3PdTe | ωB97M-V/def2-TZVPD

Results
Orbital gap: 5.173 eV
HOMO level: -1.44 eV
ΔE to the lowest compared entry with this formula, charge and spin: 0.1341 eV

Structure (ORCA input):
```
! RIJCOSX wB97M-V def2-TZVPD def2/J DEFGRID3
* xyz -2 1
Pd 0.169 -0.565 -0.526
C 6.209 4.389 -0.600
C 5.336 3.166 -0.465
C 5.815 1.889 -0.669
C 5.009 0.758 -0.562
C 5.675 -0.529 -0.818
O 6.894 -0.656 -0.745
C 4.887 -1.725 -1.264
C 3.979 -1.627 -2.311
C 3.349 -2.760 -2.796
C 3.605 -3.999 -2.223
C 4.503 -4.099 -1.170
C 5.156 -2.966 -0.703
C 3.612 0.848 -0.154
O 2.928 -0.163 0.083
C 3.103 2.222 -0.015
C 3.982 3.288 -0.147
C 1.684 2.544 0.256
N 0.721 1.702 0.270
C -0.644 2.162 0.552
C -1.437 2.424 -0.722
Te -1.184 0.892 -2.218
C 0.419 1.916 -3.164
C 1.720 1.533 -2.842
C 2.808 2.233 -3.349
C 2.599 3.314 -4.195
C 1.305 3.692 -4.534
C 0.217 2.995 -4.021
C 1.389 4.014 0.438
C 1.389 4.604 1.697
C 1.097 5.954 1.840
C 0.810 6.728 0.724
C 0.815 6.144 -0.536
C 1.103 4.794 -0.678
H 7.244 4.101 -0.797
H 6.206 4.998 0.309
H 5.888 5.038 -1.421
H 6.857 1.726 -0.927
H 3.748 -0.651 -2.724
H 2.621 -2.671 -3.592
H 3.079 -4.878 -2.575
H 4.689 -5.059 -0.704
H 5.874 -3.032 0.104
H 3.601 4.295 -0.013
H -0.664 3.076 1.155
H -1.112 1.369 1.145
H -1.140 3.352 -1.212
H -2.503 2.478 -0.503
H 1.861 0.706 -2.152
H 3.810 1.948 -3.050
H 3.445 3.871 -4.580
H 1.141 4.538 -5.192
H -0.792 3.297 -4.278
H 1.609 3.994 2.565
H 1.090 6.401 2.827
H 0.581 7.781 0.836
H 0.594 6.742 -1.413
H 1.122 4.337 -1.662
Cl -7.486 -1.151 3.347
C -5.774 -0.768 3.212
C -5.047 -1.224 2.123
C -3.706 -0.921 2.023
Cl -2.833 -1.513 0.630
C -2.968 -0.136 2.983
O -1.760 0.151 2.880
C -3.817 0.286 4.071
Cl -3.067 1.256 5.320
C -5.158 -0.009 4.192
H -5.521 -1.820 1.354
H -5.717 0.354 5.044
F -2.281 -6.028 0.743
C -1.471 -5.173 1.413
F -2.253 -4.511 2.282
F -0.650 -5.948 2.166
C -0.717 -4.271 0.493
C 0.346 -3.547 0.967
C 1.055 -2.704 0.096
N 0.653 -2.516 -1.193
C -0.416 -3.228 -1.621
C -1.104 -4.125 -0.847
H 0.662 -3.626 1.999
H 1.990 -2.234 0.377
H -0.715 -3.039 -2.647
H -1.933 -4.685 -1.256
*
```


No. 3
C25H33BrNOPtS2Te | ωB97M-V/def2-TZVPD

Results
Orbital gap: 5.944 eV
HOMO level: -10.39 eV
ΔE to the lowest compared entry with this formula, charge and spin: 1.2361 eV

Structure (ORCA input):
```
! RIJCOSX wB97M-V def2-TZVPD def2/J DEFGRID3
* xyz 1 1
Pt -0.551 -0.699 0.458
C -1.863 1.621 -6.841
C -1.403 2.599 -5.750
C -2.296 3.848 -5.772
C 0.032 3.024 -6.060
C -1.517 1.926 -4.385
C -0.437 1.740 -3.547
C -0.627 1.120 -2.321
Br 0.921 0.910 -1.208
C -1.855 0.670 -1.856
O -2.040 0.088 -0.667
C -2.971 0.841 -2.719
C -2.759 1.460 -3.938
C -4.354 0.319 -2.314
C -5.403 0.595 -3.395
C -4.298 -1.206 -2.115
C -4.839 1.005 -1.027
H -1.779 2.090 -7.823
H -2.903 1.322 -6.704
H -1.247 0.720 -6.838
H -2.218 4.346 -6.740
H -1.995 4.555 -4.997
H -3.345 3.596 -5.612
H 0.066 3.499 -7.041
H 0.711 2.169 -6.084
H 0.406 3.747 -5.332
H 0.556 2.065 -3.823
H -3.604 1.591 -4.597
H -5.159 0.101 -4.338
H -5.525 1.663 -3.581
H -6.366 0.208 -3.060
H -4.025 -1.700 -3.050
H -5.281 -1.576 -1.814
H -3.572 -1.479 -1.351
H -4.886 2.087 -1.168
H -4.183 0.795 -0.185
H -5.843 0.655 -0.780
C -1.280 -0.370 4.099
Te -1.906 0.434 2.215
C -0.557 2.010 2.756
C -0.629 2.032 4.262
C -0.340 3.177 4.992
C -0.408 3.152 6.377
C -0.774 1.986 7.034
C -1.070 0.842 6.310
C -0.994 0.859 4.923
H -0.392 -0.975 3.922
H -2.069 -0.992 4.514
H -0.880 2.941 2.296
H 0.427 1.740 2.374
H -0.066 4.089 4.478
H -0.187 4.047 6.943
H -0.838 1.970 8.114
H -1.363 -0.065 6.823
S 0.953 -2.112 1.497
C -0.498 -2.948 1.102
N -0.665 -3.591 -0.060
C -1.787 -4.526 -0.137
C -2.772 -4.037 0.914
S -1.726 -3.406 2.261
H 0.110 -3.633 -0.707
H -1.432 -5.535 0.085
H -2.225 -4.507 -1.134
H -3.407 -4.836 1.289
H -3.390 -3.225 0.533
*
```


No. 4
C10H22ClNO7 | ωB97M-V/def2-TZVPD

Results
Orbital gap: 4.307 eV
HOMO level: -0.92 eV

Structure (ORCA input):
```
! RIJCOSX wB97M-V def2-TZVPD def2/J DEFGRID3
* xyz -2 1
C -0.540 3.568 -0.250
C 0.494 2.402 -0.150
N 0.127 1.066 -0.913
C -1.375 0.847 -0.683
C 0.425 1.203 -2.444
C -0.030 -0.014 -3.275
C 0.862 -0.194 -0.315
C 2.368 -0.274 -0.735
O 3.023 0.897 -0.378
C 3.393 0.961 0.980
H -0.721 3.836 -1.291
H -0.109 4.411 0.291
H -1.475 3.425 0.292
H 0.597 2.171 0.910
H 1.454 2.688 -0.580
H -2.019 1.622 -1.100
H -1.572 0.809 0.388
H -1.581 -0.135 -1.108
H 1.424 1.574 -2.674
H -0.195 2.072 -2.664
H 0.284 0.014 -4.318
H -1.078 -0.265 -3.109
H 0.406 -0.930 -2.876
H 0.246 -1.056 -0.572
H 0.781 -0.139 0.771
H 2.460 -0.211 -1.819
H 2.851 -1.187 -0.387
H 3.819 0.057 1.415
H 2.556 1.216 1.630
H 4.117 1.776 0.985
O -0.976 -0.474 4.036
C -1.045 0.810 4.163
O -1.127 1.442 3.121
O -1.016 1.413 5.244
H -0.904 -0.613 3.088
O -3.442 -5.595 0.549
C -2.949 -6.829 0.681
O -3.826 -7.681 0.656
O -1.753 -7.031 0.762
H -2.640 -5.117 0.771
Cl -1.316 -2.539 0.905
*
```


No. 5
C25H39N5O5STi | ωB97M-V/def2-TZVPD

Results
Orbital gap (alpha / beta): 5.779 / 5.784 eV
HOMO level (alpha / beta): -5.47 / -5.47 eV
ΔE to the lowest compared entry with this formula, charge and spin: 0.5312 eV

Structure (ORCA input):
```
! RIJCOSX wB97M-V def2-TZVPD def2/J DEFGRID3
* xyz 0 1
Ti 0.213 1.221 -0.145
C -2.207 5.092 0.041
C -0.991 4.299 -0.334
O -0.934 3.104 -0.051
N 0.000 4.942 -0.963
C 1.287 4.325 -1.253
C 1.197 3.376 -2.418
C 1.661 3.768 -3.665
C 1.508 2.930 -4.752
C 0.865 1.723 -4.567
C 0.429 1.398 -3.294
N 0.617 2.179 -2.223
H -2.301 5.050 1.126
H -3.083 4.616 -0.397
H -2.157 6.132 -0.276
H -0.132 5.913 -1.177
H 1.658 3.816 -0.363
H 1.979 5.130 -1.495
H 2.139 4.733 -3.768
H 1.876 3.220 -5.728
H 0.694 1.034 -5.382
H -0.079 0.462 -3.111
C -1.777 -3.906 0.436
C -2.359 -2.664 1.092
N -2.637 -1.662 0.059
C -2.509 -0.336 0.156
S -2.168 0.556 -1.276
N -2.602 0.320 1.309
C -3.281 -0.019 2.555
C -2.429 0.347 3.756
H -1.569 -4.662 1.192
H -0.837 -3.680 -0.071
H -2.484 -4.328 -0.282
H -1.651 -2.244 1.808
H -3.275 -2.930 1.625
H -2.483 -1.972 -0.889
H -2.284 1.279 1.237
H -3.534 -1.074 2.560
H -4.225 0.532 2.577
H -1.525 -0.257 3.788
H -2.993 0.190 4.676
H -2.120 1.393 3.711
O 1.880 1.956 0.597
N 1.005 2.432 1.551
O 0.978 3.642 1.878
O 0.003 1.548 1.817
C 2.174 -0.536 2.834
C 0.909 -1.357 2.569
C 0.467 -2.054 3.853
C 1.154 -2.304 1.416
C 1.540 -3.618 1.654
C 1.876 -4.479 0.623
C 1.845 -4.004 -0.674
C 1.455 -2.700 -0.972
C 1.472 -2.274 -2.423
C 0.053 -2.036 -2.945
C 2.432 -1.111 -2.674
C 1.076 -1.848 0.083
O 0.607 -0.610 -0.176
H 1.988 0.213 3.606
H 2.507 -0.011 1.941
H 2.979 -1.196 3.173
H 0.130 -0.651 2.270
H 1.261 -2.678 4.268
H -0.415 -2.688 3.709
H 0.229 -1.305 4.609
H 1.590 -3.974 2.674
H 2.176 -5.497 0.833
H 2.134 -4.654 -1.494
H 1.875 -3.126 -2.978
H -0.473 -1.299 -2.342
H -0.520 -2.966 -2.909
H 0.064 -1.696 -3.986
H 2.183 -0.239 -2.068
H 2.421 -0.820 -3.726
H 3.451 -1.405 -2.416
*
```


No. 6
C33H28ClGeO8SSn | ωB97M-V/def2-TZVPD

Results
Orbital gap: 6.232 eV
HOMO level: -3.89 eV
ΔE to the lowest compared entry with this formula, charge and spin: 0.4190 eV

Structure (ORCA input):
```
! RIJCOSX wB97M-V def2-TZVPD def2/J DEFGRID3
* xyz -1 1
Sn -0.343 0.909 0.230
O 2.216 0.258 0.362
Cl 2.153 -0.751 1.452
O 3.316 -0.575 2.314
O 0.931 -0.369 2.251
O 0.141 -2.139 -0.431
C -0.515 -1.451 0.323
Ge -0.919 -2.348 2.144
C -2.262 -3.833 1.991
C -2.527 -4.570 3.145
C -3.411 -5.638 3.130
C -4.059 -5.981 1.949
C -3.823 -5.245 0.799
C -2.928 -4.182 0.821
C 0.661 -3.409 2.693
C 1.135 -4.306 1.735
C 2.290 -5.041 1.948
C 2.986 -4.905 3.142
C 2.522 -4.022 4.105
C 1.374 -3.276 3.879
C -1.824 -1.144 3.416
C -3.158 -0.838 3.158
C -3.857 0.037 3.973
C -3.228 0.616 5.066
C -1.895 0.334 5.323
C -1.194 -0.532 4.496
H -2.026 -4.297 4.068
H -3.596 -6.209 4.031
H -4.744 -6.819 1.929
H -4.337 -5.505 -0.120
H -2.739 -3.615 -0.082
H 0.594 -4.414 0.801
H 2.652 -5.721 1.187
H 3.889 -5.476 3.316
H 3.069 -3.905 5.032
H 1.047 -2.570 4.632
H -3.647 -1.280 2.297
H -4.888 0.284 3.752
H -3.770 1.305 5.703
H -1.398 0.804 6.164
H -0.140 -0.707 4.665
C 0.474 -0.040 -4.618
S 0.537 -0.830 -2.944
O 0.250 0.370 -2.098
C -1.007 -1.703 -3.280
C -2.232 -1.137 -2.977
C -3.384 -1.885 -3.183
C -3.303 -3.175 -3.688
C -2.066 -3.736 -3.975
C -0.912 -2.999 -3.764
H -0.408 0.596 -4.631
H 0.417 -0.801 -5.394
H 1.370 0.566 -4.742
H -2.269 -0.146 -2.535
H -4.346 -1.468 -2.914
H -4.206 -3.758 -3.823
H -2.000 -4.754 -4.336
H 0.069 -3.431 -3.927
O -1.971 4.442 0.357
C -3.294 4.374 0.044
C -4.090 5.508 -0.052
C -5.436 5.386 -0.366
C -5.989 4.138 -0.593
C -5.187 3.006 -0.507
C -3.848 3.113 -0.177
C -2.912 1.929 -0.104
O -2.324 1.605 -1.169
O -2.709 1.392 1.007
H -1.706 5.364 0.420
H -3.655 6.487 0.121
H -6.053 6.274 -0.418
H -7.038 4.045 -0.841
H -5.600 2.022 -0.692
*
```


no.,energy (eV)
1,-71593.8543
2,-108621.5879
3,-132245.8025
4,-39071.2172
5,-78196.8340
6,-136756.1514